ORCA calculation (ωB97M-V with the def2-TZVPD basis set) on a structure of composition C9H24B2Cl2F9KLiMgN2O16PS2 in a non-equilibrium geometry.

```
70
Properties=species:S:1:pos:R:3:forces:R:3:mulliken_charge:R:1
C -0.062 -1.610 0.454 -1.5 0.7 -0.4 -0.799
C -1.230 -2.137 1.429 3.2 -3.1 0.1 0.580
O -1.218 -3.325 1.803 -1.6 4.2 -1.0 -0.559
O -2.279 -1.207 1.818 -0.5 -1.2 -1.3 -0.197
C -3.006 -0.946 0.604 0.4 0.7 -0.1 -0.484
C -4.450 -0.348 0.882 2.5 2.0 -1.6 -0.460
N -5.389 -1.476 1.241 1.0 1.2 1.6 0.349
S -6.179 -1.037 2.796 -1.5 -0.2 1.7 0.019
S -6.610 -1.843 0.040 -3.4 -3.9 -6.5 1.184
O -6.196 -1.555 -1.360 -0.7 0.7 5.0 -0.405
O -6.909 -3.327 0.164 1.2 4.5 1.6 -0.557
F -7.956 -0.909 0.428 3.8 -2.2 -0.3 -0.168
H 0.710 -2.417 0.239 -1.2 1.1 0.7 0.341
H 0.378 -0.642 0.861 -0.5 -1.5 -0.6 0.420
H -0.540 -1.350 -0.566 0.7 -0.5 1.4 0.281
H -2.403 -0.177 0.001 -1.1 -1.2 0.5 0.408
H -3.091 -1.951 0.043 -0.1 1.5 0.1 0.431
H -4.423 0.473 1.682 -0.3 -1.7 -1.0 -0.140
H -4.771 0.201 -0.082 0.1 -1.2 1.4 0.414
H -4.816 -2.338 1.429 -0.5 1.3 -0.5 0.068
H -5.143 -0.630 3.636 0.0 -0.4 -1.2 0.308
C -4.301 3.387 5.066 0.0 0.1 -0.1 -1.101
C -5.293 2.251 4.924 0.5 0.3 0.5 -0.230
O -5.341 1.804 3.565 -0.2 -0.6 -0.6 -0.475
H -4.579 4.221 4.417 -0.1 0.0 0.1 0.282
H -4.260 3.741 6.098 0.1 -0.1 -0.1 0.357
H -3.300 3.067 4.764 0.0 0.0 0.2 0.360
H -6.295 2.580 5.205 0.0 -0.1 -0.3 0.290
H -5.014 1.407 5.563 0.0 0.1 0.1 0.297
H -4.451 1.508 3.328 0.1 0.5 0.4 0.260
B 2.849 -0.622 -1.625 -2.7 0.9 -0.6 0.571
F 4.249 -1.079 -1.694 1.4 0.1 1.3 -0.200
F 2.609 0.315 -2.664 0.7 -1.0 1.1 -0.327
F 1.950 -1.717 -1.741 0.8 1.2 0.9 -0.347
F 2.647 0.005 -0.357 0.7 -0.7 -0.6 -0.339
Mg 5.846 -2.368 -1.622 -3.1 -0.4 -2.2 1.025
O 1.381 0.092 5.010 0.5 -0.4 -0.7 -0.657
Cl 1.213 -1.107 4.229 -2.6 0.5 2.5 1.752
O 0.793 -0.754 2.885 0.5 -0.1 -0.3 -0.716
O 0.220 -1.949 4.837 0.9 0.3 -1.0 -0.530
O 2.484 -1.820 4.162 -0.5 -0.2 0.4 -0.863
N 4.954 -6.896 -2.376 -0.2 -1.3 -0.3 0.910
O 5.184 -5.736 -1.975 0.3 1.5 0.2 -0.574
O 4.918 -7.834 -1.565 0.0 0.2 0.2 -0.600
O 4.762 -7.107 -3.580 0.1 0.4 0.1 -0.577
K 4.257 -1.781 2.851 1.0 0.1 -0.9 0.982
C 3.855 1.300 -6.709 -0.5 -0.5 0.1 -0.568
O 4.757 2.390 -6.874 0.7 1.2 0.2 -0.338
P 5.062 3.308 -5.601 0.3 -0.6 0.4 1.087
O 5.779 2.635 -4.498 -0.8 0.8 -0.7 -0.677
O 3.628 3.905 -5.196 0.7 -0.4 0.4 -0.263
C 2.827 4.518 -6.194 -0.3 0.2 -0.3 -0.761
O 5.822 4.565 -6.240 -0.5 -0.9 -0.5 -0.323
C 6.256 5.580 -5.347 0.3 0.4 0.4 -0.675
H 4.238 0.442 -7.261 0.1 0.2 0.1 0.255
H 3.734 1.027 -5.658 0.0 0.0 -0.1 0.302
H 2.883 1.579 -7.123 0.0 0.0 0.0 0.214
H 1.907 3.941 -6.306 0.1 0.0 0.0 0.267
H 3.333 4.569 -7.161 0.0 0.0 0.1 0.369
H 2.574 5.531 -5.874 0.1 -0.1 0.0 0.290
H 5.605 5.651 -4.473 0.1 0.0 0.0 0.321
H 6.234 6.534 -5.876 0.0 -0.2 -0.1 0.249
H 7.279 5.374 -5.026 -0.1 0.0 0.0 0.260
B -1.292 -2.184 7.738 0.6 0.0 0.2 0.597
F -1.442 -3.608 7.825 0.0 0.8 -0.1 -0.417
F -2.033 -1.694 6.607 0.1 -0.2 0.5 -0.406
F -1.795 -1.577 8.936 0.2 -0.3 -0.8 -0.401
F 0.097 -1.857 7.584 -1.2 -0.2 0.3 -0.391
Li -4.685 -4.284 1.085 0.1 -1.1 -0.1 0.963
Cl 3.522 -2.730 -3.630 1.9 -0.8 -0.2 -0.538
```
Positions in Å, forces in eV/Å.

Highest occupied orbital energy = -6.950 eV
Gap between HOMO and LUMO = 1.11 eV
Charge = 0
E_LUMO = -5.8 eV